Molecular formula: C6H15NO4SSn
Method: DFT, ωB97M-V with the def2-TZVPD basis set

Positions of all 28 atoms, in Å:
1 Sn 2.11 1.13 -0.74
2 S 0.58 1.35 -3.37
3 O -0.50 2.21 -3.82
4 O 1.87 1.98 -3.38
5 O 0.66 0.16 -4.19
6 O 0.32 0.93 -2.02
7 N 0.26 0.03 0.62
8 C -1.23 2.09 0.72
9 C -0.08 -0.38 2.02
10 C -0.58 -2.14 -0.54
11 C 0.53 -1.11 -0.23
12 C 0.96 -1.15 2.68
13 C -0.95 0.74 0.07
14 H 0.86 -0.77 -1.22
15 H -0.20 -2.83 -1.30
16 H -1.05 -0.86 2.16
17 H -1.71 -0.03 0.19
18 H -2.09 2.59 0.26
19 H -0.14 0.53 2.61
20 H 0.78 -1.33 3.74
21 H -1.44 1.98 1.79
22 H 1.08 -2.15 2.27
23 H -0.77 0.75 -1.01
24 H 1.49 -1.54 0.05
25 H -0.89 -2.65 0.37
26 H -0.39 2.77 0.67
27 H 1.92 -0.64 2.66
28 H -1.40 -1.63 -1.05

HOMO level = -7.98 eV
Total charge = 0
ΔE to the lowest compared entry with this formula, charge and spin = 0.4525 eV
Multiplicity = 1
HOMO-LUMO gap = 5.43 eV
Molecular weight = 315.967 Da